Molecular formula: C27H57N2O9S6
Method: DFT, ωB97M-V/def2-TZVPD

Each atom is followed by the atoms it is bonded to, with distances in Å.
Atoms and positions in Å:
1 C 0.2221 -4.1864 -1.0721  C2 1.672, H25 1.170, H26 1.193, H27 1.170
2 C 0.5517 -3.2949 -2.4479  C1 1.672, C3 1.669, H28 1.173, H29 1.176
3 C 0.4991 -1.7068 -1.9365  C2 1.669, C4 1.672, C20 1.664
4 C 1.9338 -0.8742 -1.7246  C3 1.672, C5 1.646, C8 1.672
5 C 3.4202 -1.5094 -2.0336  C4 1.646, C6 1.659, H30 1.187, H31 1.170
6 C 4.1965 -2.0391 -0.6662  C5 1.659, O7 1.341, H32 1.173
7 O 5.2180 -1.3023 -0.2063  C6 1.341
8 C 1.7373 0.6882 -1.1620  C4 1.672, C9 1.672, C14 1.671
9 C 3.0496 1.6726 -0.8372  C8 1.672, C10 1.672, H33 1.170, H34 1.184
10 C 3.1924 1.6329 0.8287  C9 1.672, C11 1.639, H35 1.171, H36 1.194
11 C 4.7196 1.9124 1.3553  C10 1.639, O12 1.358, O13 1.478
12 O 5.1104 1.3478 2.5271  C11 1.358
13 O 5.7115 2.7783 0.6838  C11 1.478, H37 1.021
14 C 0.2083 1.3114 -0.9054  C8 1.671, C15 1.660, N18 1.540
15 C -0.0011 2.8764 -0.3919  C14 1.660, N16 1.539, H38 1.180, H39 1.172
16 N -0.4256 3.6552 -1.6492  C15 1.539, C17 1.515, H40 1.044
17 C -1.4729 4.6996 -1.3231  N16 1.515, H41 1.179, H42 1.194, H43 1.172
18 N -1.0736 0.4876 -1.1269  C14 1.540, S19 1.780, C20 1.530
19 S -2.6575 1.2409 -0.8261  N18 1.780, H44 1.407
20 C -0.9512 -0.9629 -1.5990  C3 1.664, N18 1.530, C21 1.653
21 C -2.3657 -1.8020 -1.7670  C20 1.653, C22 1.671, H45 1.171, H46 1.188
22 C -2.8508 -2.2033 -0.2187  C21 1.671, C23 1.670, H47 1.182, H48 1.194
23 C -3.9041 -3.4987 -0.2188  C22 1.670, O24 1.498, H49 1.177, H50 1.171
24 O -5.1300 -2.9987 -0.9199  C23 1.498, H51 1.004
25 H 1.2175 -4.6440 -0.6606  C1 1.170
26 H -0.1677 -3.4410 -0.2254  C1 1.193
27 H -0.6299 -4.9598 -1.2850  C1 1.170
28 H -0.2738 -3.4116 -3.2733  C2 1.173
29 H 1.6244 -3.6100 -2.8140  C2 1.176
30 H 4.0984 -0.6372 -2.4668  C5 1.187
31 H 3.4315 -2.3629 -2.8343  C5 1.170
32 H 3.7891 -3.0276 -0.1838  C6 1.173
33 H 4.0364 1.2098 -1.2630  C9 1.170
34 H 2.8659 2.7767 -1.2242  C9 1.184
35 H 2.3717 2.3293 1.2886  C10 1.171
36 H 2.8788 0.5188 1.1213  C10 1.194
37 H 6.1379 3.2920 1.4563  O13 1.021
38 H 1.0005 3.3880 -0.0354  C15 1.180
39 H -0.7611 2.9773 0.4942  C15 1.172
40 H 0.4264 4.0577 -2.0979  N16 1.044
41 H -0.9988 5.5232 -0.6247  C17 1.179
42 H -1.7669 5.2041 -2.3641  C17 1.194
43 H -2.4321 4.1951 -0.8768  C17 1.172
44 H -2.5928 1.7646 0.4781  S19 1.407
45 H -3.1868 -1.2132 -2.3585  C21 1.171
46 H -2.2011 -2.8401 -2.3199  C21 1.188
47 H -1.9330 -2.3879 0.5034  C22 1.182
48 H -3.4699 -1.3176 0.2882  C22 1.194
49 H -4.1890 -3.8338 0.8734  C23 1.177
50 H -3.4415 -4.4055 -0.7981  C23 1.171
51 H -4.9286 -2.9155 -1.9004  O24 1.004
52 C -4.9704 4.5206 -3.0811  S53 1.809, H56 1.092, H57 1.093, H58 1.092
53 S -3.7259 4.2746 -4.3710  C52 1.809, O54 1.500, C55 1.809
54 O -2.8292 5.4768 -4.3673  S53 1.500
55 C -4.8669 4.4516 -5.7640  S53 1.809, H59 1.092, H60 1.093, H61 1.093
56 H -4.4740 4.4881 -2.1087  C52 1.092
57 H -5.4538 5.4923 -3.2086  C52 1.093
58 H -5.7136 3.7217 -3.1340  C52 1.092
59 H -5.3566 5.4273 -5.7244  C55 1.092
60 H -5.6134 3.6547 -5.7278  C55 1.093
61 H -4.2965 4.3702 -6.6925  C55 1.093
62 C 7.0312 -3.5997 -1.8694  S63 1.809, H66 1.092, H67 1.093, H68 1.092
63 S 8.8362 -3.5336 -1.9722  C62 1.809, O64 1.500, C65 1.809
64 O 9.3088 -4.8688 -2.4656  S63 1.500
65 C 9.1208 -3.4820 -0.1862  S63 1.809, H69 1.092, H70 1.093, H71 1.093
66 H 6.6280 -3.6752 -2.8818  C62 1.092
67 H 6.7215 -4.4731 -1.2903  C62 1.093
68 H 6.6588 -2.6865 -1.3996  C62 1.092
69 H 8.6811 -4.3625 0.2880  C65 1.092
70 H 8.6791 -2.5725 0.2275  C65 1.093
71 H 10.1986 -3.4742 -0.0065  C65 1.093
72 C -0.8849 -5.4510 4.7189  S73 1.809, H76 1.092, H77 1.093, H78 1.092
73 S -1.5289 -5.6396 3.0387  C72 1.809, O74 1.500, C75 1.809
74 O -1.3650 -4.3213 2.3426  S73 1.500
75 C -3.2660 -5.7867 3.5227  S73 1.809, H79 1.092, H80 1.093, H81 1.093
76 H 0.1961 -5.3045 4.6622  C72 1.092
77 H -1.3432 -4.5832 5.1996  C72 1.093
78 H -1.0971 -6.3548 5.2946  C72 1.092
79 H -3.5760 -4.8983 4.0778  C75 1.092
80 H -3.3991 -6.6796 4.1379  C75 1.093
81 H -3.8719 -5.8781 2.6180  C75 1.093
82 C 5.0812 -0.3860 7.4643  S83 1.809, H86 1.092, H87 1.093, H88 1.092
83 S 3.9815 -0.1987 6.0400  C82 1.809, O84 1.500, C85 1.809
84 O 2.8306 -1.1410 6.2321  S83 1.500
85 C 5.1058 -0.9514 4.8388  S83 1.809, H89 1.092, H90 1.093, H91 1.093
86 H 4.5667 -0.0114 8.3521  C82 1.092
87 H 5.3304 -1.4402 7.6080  C82 1.093
88 H 5.9911 0.1961 7.3017  C82 1.092
89 H 5.3535 -1.9702 5.1460  C85 1.092
90 H 6.0149 -0.3502 4.7634  C85 1.093
91 H 4.6083 -0.9773 3.8664  C85 1.093
92 C -7.2566 5.6621 0.1143  S93 1.809, H96 1.092, H97 1.093, H98 1.092
93 S -8.5932 5.4754 -1.0905  C92 1.809, O94 1.500, C95 1.809
94 O -7.9992 5.6609 -2.4551  S93 1.500
95 C -9.4483 7.0096 -0.6564  S93 1.809, H99 1.092, H100 1.093, H101 1.093
96 H -6.5664 4.8231 0.0004  C92 1.092
97 H -6.7212 6.5980 -0.0634  C92 1.093
98 H -7.6721 5.6532 1.1245  C92 1.092
99 H -8.7766 7.8614 -0.7860  C95 1.092
100 H -9.7912 6.9557 0.3795  C95 1.093
101 H -10.3111 7.1251 -1.3169  C95 1.093

Summary:
Charge: +1
Gap between HOMO and LUMO: 0.2145 Eh

Mulliken atomic charge list, values in e, 6 entries:
1. C -0.602
2. C -0.759
3. C -0.196
4. C 0.595
5. C -0.766
6. C 0.210